Entry from OMol25: C7H6 in the gas phase (ωB97M-V with the def2-TZVPD basis set).

Each line ends with the Mulliken charge.
Positions of all 13 atoms, in Å:
C  1.367  -0.123  -0.565  -0.019
C  -0.155  1.591  0.198  -0.128
H  1.971  1.942  0.404  0.355
H  -2.058  -1.072  -0.050  0.351
H  -1.163  -0.721  1.523  0.311
H  1.856  -0.334  -1.515  0.442
H  -0.076  -2.094  -0.682  0.272
C  1.147  1.291  0.061  -0.312
C  0.196  -1.055  -0.143  -0.117
H  -2.141  1.111  -0.405  0.379
C  -1.204  0.807  -0.015  -0.337
C  1.491  -0.782  0.730  -0.629
C  -1.231  -0.560  0.461  -0.568

Forces on atoms 1 to 2 (eV/Å):
C -1.461 -0.125 -0.468
C 1.049 -0.552 -0.510

Summary:
E_tot (eV): -7348.017
ΔE to the lowest compared entry with this formula, charge and spin (kJ/mol): 528.91
2S+1: 1

***

Entry from OMol25: C8H10 in the gas phase (ωB97M-V with the def2-TZVPD basis set).

Each line ends with the Mulliken charge.
Positions of all 18 atoms, in Å:
C  0.593  -0.195  1.312  -0.506
H  -1.302  -2.988  1.658  0.378
H  1.134  0.504  1.931  0.317
C  -0.961  -1.943  -0.182  -0.452
H  0.087  -1.465  2.972  0.358
C  -0.033  -1.280  1.917  -0.381
H  -0.492  -0.656  -1.857  0.321
H  -0.595  1.884  -1.989  0.299
H  1.563  0.911  -1.619  0.292
C  -0.040  2.242  -1.114  -1.058
C  1.030  1.233  -0.715  -0.780
H  0.356  3.204  -1.446  0.338
C  0.426  0.017  -0.056  0.734
C  -0.324  -0.878  -0.804  -0.436
H  1.784  1.697  -0.080  0.381
H  -0.789  2.430  -0.344  0.332
H  -1.619  -2.568  -0.768  0.359
C  -0.817  -2.151  1.183  -0.497

Forces on atoms 1 to 2 (eV/Å):
C -0.603 -0.364 -0.058
H -0.102 -0.101 0.102

Summary:
E_tot (eV): -8458.269
ΔE to the lowest compared entry with this formula, charge and spin (kJ/mol): 0.00
2S+1: 1
Structure (SMILES): CCc1ccccc1

***

Entry from OMol25: 3 unconnected molecules or ions with the total composition C26H55IN2O5 (ωB97M-V with the def2-TZVPD basis set).

Each line ends with the Mulliken charge.
Positions of all 89 atoms, in Å:
H  3.110  -0.002  -0.785  0.273
H  1.143  0.025  7.113  0.280
C  3.202  1.202  4.264  -0.477
H  -0.249  5.500  2.254  0.217
H  -0.577  -4.928  -9.892  0.394
I  3.325  -5.507  -2.532  0.073
C  -0.775  -5.169  -8.840  -0.954
C  1.392  -1.528  -0.125  0.446
H  -1.351  4.318  0.583  -0.028
H  -1.352  -7.569  -5.259  0.382
H  0.374  -6.040  -4.849  0.189
C  1.711  2.718  5.476  -0.562
H  -1.611  -3.915  -6.385  0.244
H  4.384  0.028  2.890  0.479
H  2.371  3.627  7.316  0.442
H  0.090  4.976  4.034  0.152
H  0.833  3.083  1.012  0.128
C  -3.281  3.540  -0.450  -0.660
H  3.765  0.852  5.137  0.252
H  0.853  -3.887  -8.325  0.398
C  -0.775  5.033  3.218  -0.213
C  0.630  2.148  0.299  -0.024
C  -0.772  2.379  -0.573  -0.833
N  1.819  1.538  4.612  0.420
H  -4.503  6.533  2.213  0.329
C  0.118  -6.134  -5.912  -0.560
H  -0.253  -2.810  -6.558  0.432
C  -0.528  -3.515  -4.577  -1.327
H  -3.970  5.520  4.256  0.319
H  1.252  -5.577  -8.269  0.340
H  -1.981  2.690  1.335  0.076
H  0.861  -6.841  -6.303  0.382
H  -3.148  3.951  3.601  0.276
C  2.131  0.481  -1.266  -0.373
C  -5.050  4.446  1.477  -0.642
C  1.376  -0.450  6.159  -1.149
H  -5.384  2.762  -0.042  0.304
N  0.306  -4.828  -6.546  0.121
H  2.442  -0.695  6.140  0.230
H  -5.526  3.984  2.469  0.247
H  2.328  0.555  -2.437  0.321
C  0.950  0.418  4.979  -0.461
H  -1.256  1.311  -0.742  0.259
C  1.966  1.996  -0.648  -0.700
C  -3.917  5.521  1.975  -0.318
H  -4.120  2.258  1.271  0.328
C  -1.834  3.275  0.323  0.281
H  3.316  2.206  6.877  0.268
O  1.190  -1.442  1.203  -0.487
C  -0.570  -3.748  -6.085  -0.342
H  -0.560  2.913  -1.598  0.245
C  -4.476  3.178  0.612  -0.615
C  3.329  0.163  3.153  -1.192
C  -1.263  -6.776  -6.010  -0.998
H  -1.035  -6.227  -8.804  0.217
O  -1.937  5.830  3.642  -0.412
H  0.494  -3.322  -4.234  0.271
H  1.913  2.820  -1.502  0.400
H  0.837  -0.232  4.103  0.042
H  -5.925  5.042  0.962  0.309
H  -2.073  -6.065  -5.825  0.240
H  2.944  -0.814  3.459  0.318
H  -0.930  -4.366  -4.019  0.266
H  -1.138  -2.642  -4.319  0.453
H  1.014  -4.050  0.598  0.319
C  2.091  -3.808  0.183  0.030
H  2.797  0.482  2.250  0.052
H  -1.048  3.901  2.965  -0.015
H  -0.065  0.790  5.167  0.458
H  2.193  3.560  4.961  0.409
C  -3.209  5.108  3.434  -0.488
H  -3.289  2.814  -1.385  0.352
C  0.462  -4.862  -8.005  -0.683
O  0.964  -0.401  -1.009  -0.216
O  2.774  -6.306  0.374  -0.489
O  2.072  -2.690  -0.781  -0.176
H  -3.114  5.807  1.167  0.197
H  2.917  2.213  0.034  0.252
H  1.678  2.031  7.543  0.247
H  -1.422  -7.242  -6.983  0.273
H  2.794  -3.542  1.108  0.257
H  0.657  3.012  5.560  0.260
H  3.706  2.108  3.907  0.452
C  2.664  -5.226  -0.446  -0.058
C  2.306  2.624  6.877  -1.233
H  0.501  1.210  0.998  0.078
H  0.827  -1.398  6.134  0.426
H  -1.645  -4.581  -8.535  0.269
H  -3.260  4.651  -0.818  0.312

Forces on atoms 1 to 2 (eV/Å):
H -2.180 0.966 -1.064
H 0.148 -0.058 -0.023

Summary:
E_tot (eV): -49162.336
2S+1: 1
Structure (SMILES): COCCCCCCCCCCOC(=O)OCC(=O)I.CCN(CC)CC.CCN(CC)CC

***

Entry from OMol25: C4H8N4 in the gas phase (ωB97M-V with the def2-TZVPD basis set).

Each line ends with the Mulliken charge.
Positions of all 16 atoms, in Å:
N  -1.971  -0.504  -0.891  -0.770
H  -0.315  1.951  -1.560  0.355
H  -1.283  1.877  -0.048  0.454
C  -0.276  1.764  -0.485  -1.273
N  0.142  0.470  -0.110  0.110
H  -2.064  0.463  -1.006  0.215
H  1.656  -0.806  0.596  0.228
H  2.194  0.509  -0.401  0.313
C  1.527  0.281  0.370  -0.870
C  -0.745  -0.558  -0.446  0.551
N  -0.403  -1.979  -0.046  -0.359
N  0.793  -2.413  2.051  -0.467
H  0.316  2.545  -0.081  0.325
H  1.528  1.017  1.279  0.326
H  -1.347  -2.358  -0.286  0.365
C  0.247  -2.260  1.063  0.496

Forces on atoms 1 to 2 (eV/Å):
N 2.921 -0.688 0.814
H -0.084 -0.228 -0.175

Summary:
E_tot (eV): -10236.211
ΔE to the lowest compared entry with this formula, charge and spin (kJ/mol): 195.97
2S+1: 1
Structure (SMILES): [H]/N=C(/NC#N)N(C)C

***

Entry from OMol25: a molecular structure, C19H43BiOP3S2 (ωB97M-V with the def2-TZVPD basis set).

Each line ends with the Mulliken charge.
Positions of all 69 atoms, in Å:
H  -0.702  0.715  -1.667  0.026
H  2.111  3.504  -0.678  0.379
H  3.309  0.230  2.518  0.238
H  -1.669  -2.627  -4.733  0.447
C  -0.766  -0.672  -5.090  -0.774
H  1.709  -3.266  3.185  0.476
C  1.413  -3.231  -6.156  -0.502
C  -2.686  -2.050  -0.769  -1.010
H  2.299  3.879  1.056  0.351
C  1.179  -0.124  -3.693  -0.293
H  -0.598  4.470  1.077  0.353
C  1.807  -2.177  3.164  -0.889
H  4.664  1.387  -0.419  0.484
P  2.480  1.493  0.619  0.604
H  1.017  -2.211  5.939  0.415
C  3.227  1.299  2.275  -0.961
H  -3.158  1.694  2.762  0.392
H  -4.305  1.292  -0.098  0.401
C  1.081  -2.137  -6.853  -0.562
S  0.248  -1.518  3.796  0.756
H  -1.987  0.932  3.866  0.212
H  -0.242  -3.119  -2.775  0.458
H  -2.275  3.897  1.010  0.385
H  -3.349  1.040  -1.583  0.351
P  -0.874  2.364  2.264  0.442
C  -3.533  -0.932  1.706  -1.126
H  -3.079  -0.434  2.567  0.044
H  0.630  -3.873  -5.727  0.265
O  -0.886  -2.015  2.937  -0.675
C  2.675  3.263  0.232  -1.179
H  3.420  0.618  -1.449  0.235
H  0.040  -1.954  -7.149  0.318
C  -3.871  0.535  -0.762  -1.254
H  2.598  -1.829  3.835  0.400
H  -4.587  -0.633  1.630  0.504
H  -1.671  4.701  2.486  0.430
H  1.815  -1.400  -7.200  0.304
H  0.014  3.436  4.326  0.543
P  -2.695  -0.500  0.166  0.686
H  1.964  -1.826  2.139  -0.010
H  1.991  0.555  -3.396  0.333
H  -2.154  -1.940  -1.721  0.016
H  2.631  1.780  3.056  0.225
H  4.230  1.751  2.277  0.441
H  -3.454  -2.014  1.862  0.444
H  -1.417  -0.453  -5.940  0.618
C  -0.932  -1.892  -4.411  -0.271
Bi  -0.015  0.351  -0.004  1.233
C  -2.258  1.868  3.362  -1.185
C  0.393  2.789  3.523  -1.114
C  -0.094  -2.194  -3.339  -0.556
H  -4.667  -0.100  -1.171  0.441
H  2.451  -3.565  -6.042  0.281
S  1.585  -1.575  -1.371  -0.066
H  -3.729  -2.333  -0.955  0.543
C  0.295  0.194  -4.737  -0.414
H  0.164  -3.546  5.065  0.394
H  0.464  1.133  -5.272  0.510
H  -2.487  2.621  4.129  0.518
C  0.910  -1.279  -2.921  0.299
H  0.744  1.853  3.977  0.238
H  4.036  -0.241  -0.026  0.380
H  -0.770  -2.208  5.816  0.366
C  -1.406  4.020  1.668  -1.270
H  1.240  3.290  3.041  0.318
H  -2.193  -2.828  -0.174  0.416
H  3.737  3.479  0.060  0.457
C  3.775  0.746  -0.420  -1.062
C  0.163  -2.479  5.312  -1.198

Forces on atoms 1 to 2 (eV/Å):
H 0.581 0.638 0.544
H 0.187 0.074 0.169

Summary:
E_tot (eV): -77794.724
ΔE to the lowest compared entry with this formula, charge and spin (kJ/mol): 0.00
Net charge: +3
2S+1: 1

***

Copy entry 1 word for word.
Entry from OMol25: C7H6 in the gas phase (ωB97M-V with the def2-TZVPD basis set).

Each line ends with the Mulliken charge.
Positions of all 13 atoms, in Å:
C  1.367  -0.123  -0.565  -0.019
C  -0.155  1.591  0.198  -0.128
H  1.971  1.942  0.404  0.355
H  -2.058  -1.072  -0.050  0.351
H  -1.163  -0.721  1.523  0.311
H  1.856  -0.334  -1.515  0.442
H  -0.076  -2.094  -0.682  0.272
C  1.147  1.291  0.061  -0.312
C  0.196  -1.055  -0.143  -0.117
H  -2.141  1.111  -0.405  0.379
C  -1.204  0.807  -0.015  -0.337
C  1.491  -0.782  0.730  -0.629
C  -1.231  -0.560  0.461  -0.568

Forces on atoms 1 to 2 (eV/Å):
C -1.461 -0.125 -0.468
C 1.049 -0.552 -0.510

Summary:
E_tot (eV): -7348.017
ΔE to the lowest compared entry with this formula, charge and spin (kJ/mol): 528.91
2S+1: 1

***

- Number 2 is which compound?
  C8H10

***

- Look up the 2S+1 of the second one.
  1